Entry 1:
The following is a DFT calculation (ωB97M-V/def2-TZVPD) of a molecular structure, C25H36NO4S3Sb2Zn.

```
72
Properties=species:S:1:pos:R:3:mulliken_charge:R:1
Zn 0.29 -0.26 -0.26 1.81
C 0.50 -4.36 1.38 -0.44
C 1.01 -3.66 2.65 -1.15
S 0.81 -1.84 2.58 0.16
C 2.53 -1.27 2.70 -1.13
C 3.35 -1.74 1.53 -0.50
S 2.85 -1.01 -0.08 -0.08
C 2.95 -2.53 -1.08 -0.79
C 1.73 -3.44 -1.08 -0.35
S 1.80 -4.78 0.18 -0.12
H -0.26 -3.78 0.87 0.09
H 0.07 -5.33 1.65 0.42
H 2.06 -3.88 2.82 0.58
H 0.44 -3.99 3.52 0.55
H 2.94 -1.63 3.64 0.46
H 2.46 -0.18 2.75 0.41
H 3.30 -2.83 1.44 0.17
H 4.39 -1.44 1.67 0.53
H 3.83 -3.07 -0.72 0.60
H 3.16 -2.17 -2.08 0.42
H 1.69 -3.97 -2.03 0.48
H 0.80 -2.89 -0.95 -0.15
C -2.20 0.38 3.92 -1.29
Sb -2.16 -0.38 1.90 0.40
C -2.70 -2.41 2.39 -1.39
C -4.23 0.03 1.31 -1.39
C -4.59 1.46 1.22 0.83
C -5.05 2.12 2.36 -0.66
C -5.38 3.46 2.34 -0.68
C -5.25 4.18 1.17 -0.75
C -4.81 3.55 0.02 -0.63
C -4.49 2.18 0.02 0.87
C -4.11 1.54 -1.27 -1.96
Sb -1.95 1.16 -1.53 0.65
C -1.41 3.22 -1.23 -1.63
C -2.03 1.05 -3.67 -1.26
H -3.01 -0.11 4.47 0.39
H -2.36 1.45 3.89 0.41
H -1.25 0.16 4.39 0.37
H -3.60 -2.38 2.99 0.49
H -1.91 -2.91 2.95 0.33
H -2.89 -2.97 1.47 0.41
H -4.80 -0.47 2.09 0.71
H -4.36 -0.51 0.37 0.45
H -5.16 1.55 3.28 0.40
H -5.76 3.94 3.24 0.41
H -5.50 5.24 1.14 0.42
H -4.72 4.10 -0.90 0.39
H -4.32 2.20 -2.11 0.62
H -4.62 0.58 -1.44 0.66
H -1.85 3.81 -2.03 0.39
H -0.33 3.32 -1.22 0.63
H -1.82 3.55 -0.28 0.51
H -2.41 1.99 -4.08 0.36
H -2.70 0.24 -3.95 0.50
H -1.04 0.86 -4.06 0.33
O 2.27 -0.08 -3.04 -0.62
C 1.46 0.83 -2.88 0.12
O 0.66 0.95 -1.87 -0.80
C 1.32 1.86 -3.96 -0.04
C 0.67 3.07 -3.72 0.54
C 0.61 4.04 -4.70 -0.61
C 1.18 3.77 -5.94 -0.07
C 1.82 2.57 -6.20 -0.56
C 1.90 1.62 -5.20 -0.45
N 1.12 4.80 -6.99 1.01
O 0.50 5.81 -6.74 -0.60
O 1.70 4.57 -8.03 -0.60
H 0.23 3.26 -2.75 -0.08
H 0.14 4.99 -4.53 0.51
H 2.26 2.40 -7.17 0.50
H 2.41 0.68 -5.36 0.48
```

## Properties
LUMO: -4.306 eV
Strongest force on any atom: 0.9 eV Å⁻¹
Orbital gap: 6.48 eV
2S+1: 1
Total charge: +1
DFT total energy: -4783.9802 hartree

---

Entry 2:
The following is a DFT calculation (ωB97M-V/def2-TZVPD) of C21H25N3O2 in the gas phase in a non-equilibrium geometry.

```
51
Properties=species:S:1:pos:R:3:mulliken_charge:R:1
O -1.65 1.01 1.42 -0.63
C -0.56 0.78 1.89 0.10
C -0.18 1.12 3.33 -0.44
N 0.81 0.19 3.85 0.02
C 0.25 -1.12 4.16 -0.93
C -0.58 -1.15 5.45 -0.56
C 0.25 -0.62 6.62 -0.68
C 0.79 0.76 6.29 -0.54
C 1.58 0.70 4.98 -0.96
N 0.48 0.21 1.21 0.13
N 0.40 -0.17 -0.07 -0.42
C 1.42 -0.71 -0.61 -0.10
C 1.44 -1.13 -1.99 0.57
C 2.64 -1.59 -2.54 -0.60
C 2.73 -1.97 -3.86 -0.66
C 1.61 -1.90 -4.66 -0.74
C 0.40 -1.46 -4.15 -0.45
C 0.29 -1.08 -2.81 0.66
O -0.85 -0.68 -2.22 -0.37
C -2.02 -0.53 -2.98 -1.01
C -1.94 0.58 -4.00 0.54
C -2.61 0.49 -5.22 -0.46
C -2.53 1.53 -6.13 -0.54
C -1.77 2.65 -5.85 -0.42
C -1.11 2.75 -4.64 -0.63
C -1.19 1.72 -3.72 -0.10
H -1.11 1.18 3.91 0.25
H 0.26 2.12 3.31 0.50
H -0.36 -1.44 3.31 0.33
H 1.09 -1.81 4.26 0.45
H -0.90 -2.17 5.64 0.36
H -1.47 -0.53 5.33 0.28
H -0.36 -0.59 7.53 0.35
H 1.09 -1.30 6.80 0.31
H 1.44 1.12 7.09 0.38
H -0.04 1.47 6.18 0.28
H 1.96 1.69 4.71 0.44
H 2.43 0.03 5.11 0.37
H 1.34 0.05 1.76 0.50
H 2.35 -0.86 -0.05 0.27
H 3.52 -1.63 -1.90 0.34
H 3.67 -2.32 -4.26 0.40
H 1.66 -2.19 -5.70 0.39
H -0.46 -1.40 -4.80 0.33
H -2.79 -0.28 -2.23 0.40
H -2.31 -1.47 -3.46 0.39
H -3.19 -0.39 -5.44 0.38
H -3.05 1.45 -7.08 0.37
H -1.71 3.45 -6.57 0.38
H -0.52 3.62 -4.41 0.38
H -0.68 1.79 -2.77 0.43
```

## Properties
LUMO: 0.717 eV
Strongest force on any atom: 1.3 eV Å⁻¹
Orbital gap: 8.71 eV
Structure (SMILES): O=C(CN1CCCCC1)N/N=C/c1ccccc1OCc1ccccc1
2S+1: 1
Total charge: 0
DFT total energy: -1129.9383 hartree

---

Entry 3:
The following is a DFT calculation (ωB97M-V/def2-TZVPD) of 2 unconnected molecules or ions with the total composition CH6N2S2.

```
11
Properties=species:S:1:pos:R:3:mulliken_charge:R:1
H -2.91 -0.57 0.00 0.23
N -2.01 -0.27 -0.37 -0.64
C -1.63 0.77 0.24 0.11
N -0.49 1.44 -0.08 -0.39
H -2.19 1.25 1.05 0.33
H 0.18 0.93 -0.64 0.15
H -0.07 2.01 0.64 0.25
S 1.73 -1.57 0.75 -0.18
S 2.37 -0.56 -0.94 -0.23
H 1.34 -2.69 0.12 0.19
H 3.69 -0.75 -0.75 0.17
```

## Properties
LUMO: 0.286 eV
Strongest force on any atom: 0.3 eV Å⁻¹
Orbital gap: 9.54 eV
Structure (SMILES): [H]/N=C/N.SS
2S+1: 1
Total charge: 0
DFT total energy: -947.5726 hartree

---

Entry 4:
The following is a DFT calculation (ωB97M-V/def2-TZVPD) of 12 unconnected molecules or ions with the total composition H24O12 in a non-equilibrium geometry.

```
36
Properties=species:S:1:pos:R:3:mulliken_charge:R:1
O 0.25 0.39 1.07 -0.38
H -0.42 0.15 0.42 0.12
H 1.02 -0.14 0.82 0.26
O 2.87 -2.27 -0.69 -0.63
H 3.79 -2.32 -0.40 0.31
H 2.63 -1.35 -0.54 0.32
O -1.82 -2.36 0.65 -0.58
H -1.54 -3.14 0.16 0.35
H -0.99 -1.90 0.83 0.26
O -2.06 1.40 2.54 -0.59
H -2.03 0.92 3.38 0.31
H -2.55 0.82 1.95 0.28
O 5.76 -0.85 -1.57 -0.60
H 4.85 -0.99 -1.29 0.27
H 5.86 -1.43 -2.34 0.33
O -3.62 3.78 -1.74 -0.62
H -4.39 4.10 -1.26 0.32
H -3.07 3.38 -1.06 0.30
O -0.49 2.85 -0.53 -0.50
H 0.43 3.01 -0.76 0.15
H -0.69 1.98 -0.89 0.28
O -3.48 -2.41 -1.19 -0.62
H -3.79 -1.51 -1.07 0.33
H -2.59 -2.40 -0.84 0.26
O 2.25 2.56 0.38 -0.57
H 2.06 2.85 -0.52 0.36
H 2.48 1.63 0.28 0.24
O 4.96 0.43 2.24 -0.60
H 4.70 1.34 2.03 0.33
H 4.40 -0.11 1.67 0.27
O -4.30 -2.10 1.30 -0.58
H -3.94 -2.99 1.26 0.33
H -3.66 -1.57 0.82 0.25
O -0.58 -0.48 -1.79 -0.56
H -1.27 0.05 -1.37 0.29
H -1.00 -1.32 -1.96 0.32
```

## Properties
LUMO: -0.960 eV
Strongest force on any atom: 1.5 eV Å⁻¹
Orbital gap: 9.91 eV
Structure (SMILES): O.O.O.O.O.O.O.O.O.O.O.O
2S+1: 1
Total charge: 0
DFT total energy: -917.1606 hartree

---

Entry 5:
The following is a DFT calculation (ωB97M-V/def2-TZVPD) of CH3NS3 in the gas phase in a non-equilibrium geometry.

```
8
Properties=species:S:1:pos:R:3:mulliken_charge:R:1
C -1.05 -0.51 0.35 0.08
N 2.04 0.45 0.49 -0.48
S -0.82 0.09 -1.12 -0.14
S -2.30 -1.20 1.24 -0.12
S 1.58 0.79 -0.99 0.09
H 2.86 -0.10 0.45 0.23
H -3.32 -1.62 0.36 0.13
H 1.00 2.09 -0.78 0.21
```

## Properties
LUMO: -0.764 eV
Strongest force on any atom: 2.4 eV Å⁻¹
Orbital gap: 7.05 eV
2S+1: 1
Total charge: 0
DFT total energy: -1289.0608 hartree

---

Entry 6:
The following is a DFT calculation (ωB97M-V/def2-TZVPD) of a molecular structure, C5H6O.

```
12
Properties=species:S:1:pos:R:3:mulliken_charge:R:1
C -0.28 -1.40 0.02 -1.01
C 0.37 -0.17 0.60 0.87
O 1.20 -0.10 1.47 -0.61
C 0.79 0.98 -0.97 -0.83
C -0.28 1.40 -0.22 0.13
C -1.06 1.11 0.72 -0.51
H 0.50 -2.09 -0.30 0.31
H -0.94 -1.17 -0.81 0.34
H -0.86 -1.89 0.82 0.32
H 0.62 0.61 -1.99 0.30
H 1.78 1.37 -0.74 0.31
H -1.84 1.36 1.41 0.38
```

## Properties
LUMO: 0.807 eV
Strongest force on any atom: 0.7 eV Å⁻¹
Orbital gap: 9.20 eV
2S+1: 1
Total charge: 0
DFT total energy: -269.1914 hartree

---

Entry 7:
The following is a DFT calculation (ωB97M-V/def2-TZVPD) of C5H4Cl3N in the gas phase in a non-equilibrium geometry.

```
13
Properties=species:S:1:pos:R:3:mulliken_charge:R:1
Cl -0.37 -2.77 0.83 -0.16
C -1.07 -1.44 -0.31 0.48
Cl -0.96 -2.07 -1.94 -0.11
Cl -2.77 -1.12 0.11 -0.14
N -0.23 -0.25 -0.15 0.09
C -0.55 0.80 0.70 -0.13
C 0.53 1.59 0.82 -0.76
C 1.48 1.17 -0.15 -0.48
C 0.99 -0.02 -0.61 -0.27
H -1.61 0.76 0.97 0.32
H 0.72 2.56 1.21 0.38
H 2.45 1.56 -0.23 0.42
H 1.40 -0.78 -1.23 0.34
```

## Properties
LUMO: 0.184 eV
Strongest force on any atom: 3.4 eV Å⁻¹
Orbital gap: 8.96 eV
Structure (SMILES): ClC(Cl)(Cl)n1cccc1
2S+1: 1
Total charge: 0
DFT total energy: -1628.2133 hartree